[1]
Formula: ClH8O4
Source: the Open Molecules 2025 dataset
Level of theory: the ωB97M-V functional and the def2-TZVPD basis

F_max: 0.519 eV/A
HOMO level: -5.52 eV
E_LUMO: 0.147 Eh
Net charge: -1

Element x y z (Å)
Cl: 0.01 -1.01 0.65
O: 0.12 2.16 1.08
H: 0.88 2.44 0.57
H: -0.02 1.22 0.80
O: 2.19 -0.30 -1.76
H: 1.59 -0.27 -0.99
H: 2.47 -1.22 -1.80
O: -0.96 -1.46 -2.72
H: -1.81 -1.19 -2.36
H: -0.35 -1.35 -1.97
O: -1.48 0.40 3.20
H: -1.32 1.03 2.50
H: -1.31 -0.46 2.79

=====

[2]
Formula: ClH8O4
Source: the Open Molecules 2025 dataset
Level of theory: the ωB97M-V functional and the def2-TZVPD basis

F_max: 0.719 eV/A
HOMO level: -4.75 eV
E_LUMO: 0.138 Eh
Net charge: -1

Element x y z (Å)
Cl: 0.44 -0.82 -0.98
O: 4.31 -2.11 -0.91
H: 4.82 -1.40 -0.52
H: 3.41 -1.78 -0.93
O: 0.19 2.59 1.43
H: -0.02 2.19 0.59
H: 0.55 1.87 1.95
O: -3.23 0.01 -2.56
H: -3.05 0.77 -3.11
H: -2.38 -0.26 -2.22
O: -1.81 -0.64 2.66
H: -1.22 -0.72 1.91
H: -2.01 0.30 2.70